Version one
ORCA calculation (ωB97M-V/def2-TZVPD) on a structure of composition C7H7NOS.

* frontier orbital gap: 8.88 eV

Last column: natural (NBO) charge in e.
Geometry (Å):
C -1.20 0.05 2.54  -0.2478
C -1.00 -0.75 1.40  -0.2653
C -1.01 1.37 2.29  -0.4169
C -0.66 -0.02 0.29  -0.2453
C 0.89 0.69 -2.57  0.4121
C 1.71 -0.77 -1.10  -0.1985
C -0.29 -0.52 -1.02  0.0433
N 1.92 0.13 -2.13  -0.4865
O -0.33 0.42 -2.07  -0.4979
S -0.57 1.68 0.65  0.4351
H -1.47 -0.34 3.51  0.2244
H -1.09 -1.82 1.39  0.2217
H -1.09 2.20 2.97  0.2347
H 0.89 1.42 -3.37  0.1878
H 2.12 -0.47 -0.14  0.2013
H 1.90 -1.80 -1.35  0.1968
H -0.72 -1.47 -1.30  0.2012

***

Version two
ORCA calculation (ωB97M-V/def2-TZVPD) on a cluster of 2 separate species, C7H7NOS in total.

* frontier orbital gap (spin up / spin down): 6.97 / 7.78 eV

Last column: natural (NBO) charge in e.
Geometry (Å):
C 1.11 -3.07 -0.12  -0.2120
C 0.94 -2.32 0.81  -0.3028
C 0.27 2.86 0.31  -0.2306
C 0.31 1.63 -0.40  -0.2398
C -0.45 2.75 1.47  -0.4209
C -0.44 0.67 0.26  -0.2866
C -0.79 -0.64 -0.19  0.1809
N -0.73 -2.29 -1.66  -0.4337
O -0.28 -1.15 -1.20  -0.2114
S -1.00 1.21 1.84  0.4695
H 1.40 -3.63 -0.99  0.2397
H 0.70 3.89 -0.01  0.2341
H 0.68 1.76 -1.38  0.2377
H -0.51 3.47 2.17  0.2216
H -1.57 -1.28 0.29  0.2062
H 0.73 -1.46 1.44  0.2385
H -0.38 -2.40 -2.65  0.3096

***

Which of them is the most stable? Correct choice: version one.

***

Version one
ORCA calculation (ωB97M-V/def2-TZVPD) on an isolated molecule of C5H7F2N.

* frontier orbital gap (spin up / spin down): 8.12 / 7.83 eV

Last column: natural (NBO) charge in e.
Geometry (Å):
C -0.99 0.97 0.26  -0.4726
C 0.35 1.06 -0.46  -0.4570
C -1.54 -0.45 0.35  -0.0710
C 0.78 -1.37 -0.12  -0.2589
C 1.41 0.00 -0.07  0.6384
N -0.60 -1.44 0.25  -0.4110
F 2.50 0.10 -0.87  -0.3418
F 1.75 0.25 1.13  -0.3243
H -1.09 1.40 1.27  0.2228
H -1.65 1.64 -0.36  0.2330
H 0.17 0.88 -1.59  0.2133
H 0.96 2.07 -0.42  0.2333
H -2.36 -0.68 1.04  0.1930
H 1.21 -2.10 -0.79  0.2044
H -0.91 -2.33 0.37  0.3983

***

Version two
ORCA calculation (ωB97M-V/def2-TZVPD) on a structure of composition C5H7F2N.

* frontier orbital gap: 11.11 eV

Last column: natural (NBO) charge in e.
Geometry (Å):
C -0.91 0.16 -0.06  0.6486
C 0.16 -0.20 1.04  -0.1359
C 1.37 0.65 0.74  -0.4144
C 1.60 0.45 -0.83  -0.4105
C 0.40 -0.49 -0.85  -0.0941
H -0.09 -0.53 2.15  0.2199
H 1.27 1.78 0.90  0.2171
H 2.21 0.20 1.18  0.2290
H 1.20 1.32 -1.29  0.1957
H 2.48 0.16 -1.32  0.2250
H 0.22 -0.85 -1.87  0.2029
H -0.04 -2.10 0.20  0.3515
N 0.75 -1.38 0.23  -0.5904
F -1.82 -0.77 -0.15  -0.3168
F -1.32 1.47 -0.05  -0.3274

***

Which of them is the most stable? Correct choice: version one.

***

Version one
ORCA calculation (ωB97M-V/def2-TZVPD) on a cluster of 2 separate species, C2H5IO3S in total.

* SMILES: C=[S@](=O)(O)I.C=O
* frontier orbital gap (spin up / spin down): 7.81 / 7.81 eV

Last column: natural (NBO) charge in e.
Geometry (Å):
C 0.57 -0.66 -1.95  0.3061
C 0.05 1.34 0.11  -0.9753
O 1.10 -0.62 1.37  -0.9177
O -1.25 -0.90 0.66  -0.8549
O -0.35 -1.31 -1.54  -0.5552
S -0.14 0.10 1.20  1.8490
I -1.17 0.52 3.41  -0.1058
H 0.57 0.46 -2.28  0.1223
H 1.60 -0.99 -1.86  0.1096
H -1.01 1.73 -0.10  0.2367
H 0.85 2.06 0.56  0.2544
H -0.83 -1.72 0.44  0.5309

***

Version two
ORCA calculation (ωB97M-V/def2-TZVPD) on a cluster of 2 separate species, C2H5IO3S in total.

* frontier orbital gap (spin up / spin down): 7.89 / 7.89 eV

Last column: natural (NBO) charge in e.
Geometry (Å):
C -1.66 -0.46 -0.12  0.2447
C 0.13 1.13 0.34  -0.9785
O 1.26 0.40 -1.77  -0.9325
O 1.01 -1.32 -0.05  -0.9815
O -1.34 -1.30 0.82  -0.5990
S 1.19 0.11 -0.37  1.9869
I 3.57 0.43 0.38  -0.1591
H -2.49 0.11 -0.09  0.1769
H -1.13 -0.42 -1.05  0.1898
H -0.12 0.87 1.43  0.2506
H 0.03 2.16 0.04  0.2665
H -0.46 -1.70 0.44  0.5352

***

Which of them is the most stable? Correct choice: version two.

***

Version one
ORCA calculation (ωB97M-V/def2-TZVPD) on an isolated molecule of CH2Cl2FNS.

* SMILES: NSC(F)(Cl)Cl
* frontier orbital gap: 9.84 eV

Last column: natural (NBO) charge in e.
Geometry (Å):
C 3.01 -0.03 0.21  0.1648
N 0.90 1.91 -0.32  -0.9651
F 3.11 0.60 1.35  -0.3247
S 1.13 0.33 -0.64  0.3993
Cl 4.30 0.48 -0.89  -0.0096
Cl 3.16 -1.79 0.49  -0.0198
H 1.79 2.42 -0.54  0.3801
H 0.69 2.12 0.64  0.3751

***

Version two
ORCA calculation (ωB97M-V/def2-TZVPD) on a cluster of 2 separate species, CH2Cl2FNS in total.

* frontier orbital gap (spin up / spin down): 7.89 / 8.00 eV

Last column: natural (NBO) charge in e.
Geometry (Å):
C 3.38 -0.08 0.26  0.1863
N -0.09 -0.24 0.20  -0.9560
F 4.26 -0.32 1.23  -0.3259
S 1.07 -1.02 1.01  0.2929
Cl 3.05 1.63 0.12  -0.0019
Cl 3.82 -0.82 -1.24  0.0205
H -0.46 -0.60 -0.66  0.3918
H -0.52 0.59 0.59  0.3924

***

Which of them is the most stable? Correct choice: version one.